(1)
{"formula": "CH6NO2P", "method": "ωB97M-V/def2-TZVPD", "symbols": ["C", "N", "O", "O", "P", "H", "H", "H", "H", "H", "H"], "coordinates": [[0.9481, -0.2274, 0.4819], [1.4532, 0.3696, -0.6700], [-1.1731, 1.6094, -0.1984], [-1.2560, -0.9572, -0.7025], [-0.8507, 0.3951, 0.5189], [0.9206, -1.3226, 0.3899], [1.5354, 0.0349, 1.3356], [-2.0669, -1.3284, -0.6411], [1.0377, 1.2783, -0.6201], [0.9902, 0.0223, -1.5177], [-1.5384, 0.1261, 1.6236]], "forces_ev_per_angstrom": [[-1.8, -1.1, 1.1], [0.4, 0.8, -2.2], [0.1, 1.9, 0.2], [4.6, 3.7, 2.3], [1.0, -4.8, -4.4], [-0.2, 0.4, 0.3], [0.2, 0.3, 0.7], [-4.2, -1.6, 0.4], [0.6, 1.4, -0.5], [0.3, -0.4, 0.4], [-1.1, -0.4, 1.6]], "energy_ev": -16007.8513, "homo_ev": -9.6986, "orbital_gap_ev": 10.55, "e_above_lowest_kcal_mol": 46.9, "multiplicity": 1, "e_lumo_ha": 0.0313, "smiles": "NC[P@@H](=O)O", "mol_weight_g_mol": 95.0}

=====

(2)
{"formula": "CH6NOS", "method": "ωB97M-V/def2-TZVPD", "symbols": ["S", "H", "N", "C", "O", "H", "H", "H", "H", "H"], "coordinates": [[1.4014, -1.7780, 0.9014], [0.8091, -2.9115, 0.4617], [-1.0427, -0.0236, -0.5400], [-0.1970, 1.1289, -0.3399], [0.9513, 1.0771, 0.3681], [-1.8799, 0.0386, 0.0737], [-0.6383, -0.9632, -0.2995], [-0.7950, 1.9324, 0.1142], [0.1837, 1.4012, -1.3614], [1.2073, 0.0981, 0.6218]], "forces_ev_per_angstrom": [[0.2, -1.3, 0.4], [0.0, 0.3, 0.0], [-1.1, -1.7, 1.8], [-0.6, 1.1, -2.7], [2.6, -3.1, 3.0], [0.8, 0.0, -0.6], [-0.1, 1.4, -0.7], [-0.1, -0.1, -0.6], [-0.9, 0.3, 0.4], [-0.8, 3.2, -1.1]], "energy_ev": -15504.3520, "homo_ev": [-9.3685, -9.3097], "orbital_gap_ev": [9.94, 6.02], "e_above_lowest_kcal_mol": 23.9, "multiplicity": 2, "e_lumo_ha": [0.0209, -0.1209], "mol_weight_g_mol": 80.1}

=====

(3)
{"formula": "CH6NPS", "method": "ωB97M-V/def2-TZVPD", "symbols": ["C", "N", "P", "S", "H", "H", "H", "H", "H", "H"], "coordinates": [[-0.9252, 1.0414, 0.3698], [-0.0169, -1.6957, 0.3073], [2.1175, 0.3862, -0.0998], [0.2588, -0.2506, -0.1879], [-0.3709, 1.9130, 0.1055], [-1.7549, 0.7333, -0.0575], [-0.9891, 0.8572, 1.5322], [-0.7200, -2.2609, -0.1010], [2.5594, -0.9377, 0.4125], [-0.1586, 0.2137, -2.2813]], "forces_ev_per_angstrom": [[4.7, -1.2, 4.6], [1.2, 1.3, 0.6], [1.9, -0.4, 1.1], [-1.8, -1.5, -1.6], [-0.5, 1.0, -0.2], [-4.2, -0.5, -2.3], [0.2, 0.6, -2.2], [-0.9, -0.1, -0.7], [-0.5, 1.1, -0.5], [-0.1, -0.4, 1.4]], "energy_ev": -22741.7994, "homo_ev": [-7.8437, -8.0688], "orbital_gap_ev": [7.14, 6.81], "e_above_lowest_kcal_mol": 161.0, "multiplicity": 1, "e_lumo_ha": [-0.0259, -0.0463], "mol_weight_g_mol": 95.1}

=====

(4)
{"formula": "CH6NPS", "method": "ωB97M-V/def2-TZVPD", "symbols": ["C", "N", "P", "S", "H", "H", "H", "H", "H", "H"], "coordinates": [[1.9238, 0.9060, 0.2147], [-2.3592, -1.7242, -0.6468], [-2.3210, -0.1918, -0.4356], [1.0594, 0.1538, 1.6387], [1.6125, 1.9415, 0.1106], [2.9873, 0.8585, 0.4257], [1.7033, 0.3457, -0.6891], [-2.6304, -2.2757, 0.1629], [-1.9169, 0.1545, -1.7589], [-0.0589, -0.1684, 0.9780]], "forces_ev_per_angstrom": [[-0.3, 0.0, 0.3], [0.0, -1.0, -0.2], [-0.1, 0.6, 0.1], [0.2, 0.0, -0.1], [0.1, 0.0, -0.1], [0.0, 0.0, 0.0], [0.1, 0.0, 0.0], [0.0, 0.1, 0.1], [0.0, 0.2, -0.1], [0.0, 0.0, 0.1]], "energy_ev": -22746.8445, "homo_ev": -9.1143, "orbital_gap_ev": 8.56, "e_above_lowest_kcal_mol": 44.6, "multiplicity": 1, "e_lumo_ha": -0.0202, "smiles": "[H]/N=P/[H].CS", "mol_weight_g_mol": 95.1}

=====

(5)
{"formula": "CH6NS", "method": "ωB97M-V/def2-TZVPD", "symbols": ["S", "H", "C", "N", "H", "H", "H", "H", "H"], "coordinates": [[0.1468, -3.8183, 0.7200], [1.1696, -3.1608, 1.4541], [-0.6306, 1.2086, -0.0175], [0.6702, 1.0186, -0.5694], [-1.3534, 0.3696, -0.2817], [-0.4577, 1.0811, 1.0605], [-1.0533, 2.1740, -0.3614], [0.6315, 1.0827, -1.6272], [0.8769, 0.0445, -0.3774]], "forces_ev_per_angstrom": [[1.2, 0.9, 0.8], [-1.1, -0.8, -0.8], [-1.5, -0.9, 0.2], [0.9, -0.3, -2.5], [0.5, 1.0, 0.1], [-0.7, 0.7, -0.1], [0.1, -0.4, 0.7], [0.1, -0.2, 1.7], [0.5, -0.1, -0.1]], "energy_ev": -13460.0155, "homo_ev": -2.4735, "orbital_gap_ev": 6.32, "e_above_lowest_kcal_mol": 11.3, "total_charge": -1, "multiplicity": 1, "e_lumo_ha": 0.1413, "mol_weight_g_mol": 64.1}

=====

(6)
{"formula": "CH6NS", "method": "ωB97M-V/def2-TZVPD", "symbols": ["C", "N", "S", "H", "H", "H", "H", "H", "H"], "coordinates": [[-0.6653, -0.3171, 0.1543], [0.6125, -0.1273, -0.8155], [-0.6133, 1.0743, 1.3357], [-1.4547, 0.1190, -0.2948], [-0.5769, -1.3335, 0.4042], [0.4586, 0.8554, -1.0906], [0.6087, -0.7297, -1.5683], [1.5010, -0.1044, -0.3524], [0.1294, 0.5633, 2.2273]], "forces_ev_per_angstrom": [[4.4, 1.7, 1.3], [-2.2, 3.0, 2.2], [-1.0, 0.0, -1.1], [-2.9, -0.2, -2.7], [-0.8, -1.1, 0.8], [0.4, -0.5, -0.6], [0.1, -1.7, -2.3], [0.6, -0.4, 0.7], [1.5, -0.9, 1.7]], "energy_ev": -13451.6344, "homo_ev": -14.8575, "orbital_gap_ev": 10.88, "e_above_lowest_kcal_mol": 11.0, "total_charge": 1, "multiplicity": 1, "e_lumo_ha": -0.1463, "smiles": "[NH3+]CS", "mol_weight_g_mol": 64.1}

=====

(7)
{"formula": "CH6O4P", "method": "ωB97M-V/def2-TZVPD", "symbols": ["C", "O", "O", "O", "O", "P", "H", "H", "H", "H", "H", "H"], "coordinates": [[-1.7831, 0.2778, -0.4385], [1.2270, -0.2221, -1.1996], [1.6126, 1.1060, 0.8758], [1.1083, -1.4956, 1.0191], [-0.7638, -0.0398, 0.5295], [0.8259, -0.1255, 0.2735], [-2.6296, 0.5631, 0.1990], [-2.1516, -0.5384, -1.1636], [-1.5970, 1.0304, -1.1070], [1.9047, 0.4562, -1.6571], [1.7155, 1.1462, 1.8299], [0.5312, -2.1582, 0.8390]], "forces_ev_per_angstrom": [[-2.8, -2.1, 0.3], [1.9, 2.2, -1.9], [-0.7, -1.6, -0.9], [3.8, 5.0, 0.4], [2.6, 0.0, -1.4], [-2.2, -0.7, 1.9], [0.2, -0.1, -0.4], [1.1, 0.3, 1.7], [1.3, 2.4, -1.1], [-2.2, -2.1, 1.6], [0.0, 0.1, 0.6], [-3.0, -3.4, -0.8]], "energy_ev": -18607.9860, "homo_ev": -16.3750, "orbital_gap_ev": 12.43, "e_above_lowest_kcal_mol": 2.5, "total_charge": 1, "multiplicity": 1, "e_lumo_ha": -0.1451, "mol_weight_g_mol": 113.0}

=====

(8)
{"formula": "CH6O6P", "method": "ωB97M-V/def2-TZVPD", "symbols": ["C", "O", "O", "O", "O", "O", "O", "P", "H", "H", "H", "H", "H", "H"], "coordinates": [[-0.4373, 1.8780, -0.7077], [0.4172, 2.7251, -1.1290], [-1.0028, 1.1341, -1.5742], [1.2877, -2.1933, 1.3535], [-0.1122, -1.6841, -0.7666], [-1.1308, -1.5081, 1.4593], [0.6062, 0.2743, 0.6341], [0.2407, -1.1580, 0.6786], [-0.7774, 1.8896, 0.2921], [0.8124, 3.3227, -0.4322], [-0.4717, 1.0548, -2.4451], [2.2681, -2.0174, 1.2988], [-0.4094, -2.5083, -1.0217], [-1.2907, -1.2092, 2.3599]], "forces_ev_per_angstrom": [[0.0, 0.3, -1.3], [1.0, 0.6, 0.7], [1.1, -0.5, -1.0], [0.3, 1.3, -0.6], [1.4, 3.5, 0.8], [1.1, 0.2, -1.0], [0.3, -0.4, -0.1], [-0.8, -1.8, 1.1], [-0.6, 0.0, 0.7], [-0.5, -0.9, -0.7], [-1.1, 0.4, 1.6], [-1.5, 0.0, -0.1], [-0.9, -2.9, -0.3], [0.4, 0.1, 0.1]], "energy_ev": -22704.0367, "homo_ev": -15.4674, "orbital_gap_ev": 11.41, "e_above_lowest_kcal_mol": 18.0, "total_charge": 1, "multiplicity": 1, "e_lumo_ha": -0.1492, "mol_weight_g_mol": 145.0}

=====

(9)
{"formula": "CH6OP2", "method": "ωB97M-V/def2-TZVPD", "symbols": ["C", "O", "P", "P", "H", "H", "H", "H", "H", "H"], "coordinates": [[0.5368, 1.2377, 0.2555], [1.3136, -0.8233, -1.1351], [-0.8763, -1.4107, 0.7609], [-0.1354, -0.0926, -0.8332], [-0.2705, 1.6775, 0.8387], [0.9942, 2.0101, -0.3613], [1.2883, 0.8081, 0.9166], [1.3122, -1.3439, -1.9399], [-2.1186, -0.7860, 0.7586], [-1.3005, -2.3689, -0.1603]], "forces_ev_per_angstrom": [[-0.1, -0.3, -0.3], [0.5, -0.2, 0.2], [0.6, -0.1, 0.5], [-0.1, 0.6, -0.2], [0.0, 0.0, 0.1], [0.0, 0.0, 0.0], [0.0, 0.0, 0.1], [-0.1, 0.0, -0.2], [-0.6, 0.3, 0.1], [-0.2, -0.4, -0.3]], "energy_ev": -21759.2635, "homo_ev": -8.3295, "orbital_gap_ev": 9.17, "e_above_lowest_kcal_mol": 0.0, "multiplicity": 1, "e_lumo_ha": 0.0310, "smiles": "CP(O)#[PH2]", "mol_weight_g_mol": 96.0}

=====

(10)
{"formula": "CH6OS", "method": "ωB97M-V/def2-TZVPD", "symbols": ["S", "H", "H", "C", "O", "H", "H", "H", "H"], "coordinates": [[-1.8574, -2.6453, 1.0123], [-1.1253, -1.9813, 1.9618], [-1.6679, -1.4962, 0.4335], [0.7172, 1.1280, -0.9115], [0.5215, 0.7111, 0.4705], [1.7060, 1.4289, -1.1161], [0.4115, 0.1840, -1.4981], [-0.0998, 1.8613, -1.2176], [1.3942, 0.8095, 0.8652]], "forces_ev_per_angstrom": [[0.6, 0.1, 1.2], [-0.4, -0.9, 0.0], [-0.2, 0.9, -1.3], [-3.9, -2.2, -0.3], [0.7, 0.8, -0.6], [1.0, 0.5, -0.3], [1.0, 1.4, 0.4], [1.4, -0.4, 0.6], [-0.3, -0.1, 0.3]], "energy_ev": -14015.9415, "homo_ev": -9.5329, "orbital_gap_ev": 10.33, "e_above_lowest_kcal_mol": 20.8, "multiplicity": 1, "e_lumo_ha": 0.0292, "smiles": "CO.S", "mol_weight_g_mol": 66.1}

=====

(11)
{"formula": "CH6OS2", "method": "ωB97M-V/def2-TZVPD", "symbols": ["S", "S", "C", "H", "H", "H", "H", "O", "H", "H"], "coordinates": [[1.0609, 0.8091, -1.6965], [1.7382, 0.4698, 0.3177], [0.5389, -0.7660, 0.9356], [1.6075, -0.2935, -2.2517], [-0.4447, -0.4493, 0.5499], [0.5176, -0.7159, 2.0373], [0.7146, -1.8124, 0.6343], [-1.7583, 0.6091, -0.3788], [-1.3027, 1.1782, 0.2820], [-2.6720, 0.9707, -0.4298]], "forces_ev_per_angstrom": [[0.6, -0.5, 1.2], [-0.5, -0.3, -1.1], [-0.6, 0.1, -0.1], [0.0, 0.2, 0.1], [0.6, -0.6, 0.4], [0.2, 0.1, -0.4], [0.3, 0.6, 0.0], [-1.0, 1.1, 0.6], [-0.5, -0.3, -0.7], [0.9, -0.4, 0.1]], "energy_ev": -24851.8913, "homo_ev": -8.9185, "orbital_gap_ev": 9.41, "e_above_lowest_kcal_mol": 7.7, "multiplicity": 1, "e_lumo_ha": 0.0182, "smiles": "CSS.O", "mol_weight_g_mol": 98.2}

=====

(12)
{"formula": "CH6OSi", "method": "ωB97M-V/def2-TZVPD", "symbols": ["C", "O", "Si", "H", "H", "H", "H", "H", "H"], "coordinates": [[1.5543, 0.3622, -0.0937], [-2.2951, 0.3491, -0.1742], [-0.6655, -0.2509, 0.0476], [1.9574, 0.7972, -1.0159], [2.0332, -0.6113, 0.3384], [-2.8701, 0.1167, -0.8774], [-0.9060, -1.6903, -0.4613], [1.6853, 1.0757, 0.7688], [-0.4936, -0.1484, 1.4677]], "forces_ev_per_angstrom": [[-1.9, -0.9, 1.5], [3.0, 0.6, 1.3], [0.1, -0.4, -0.6], [0.0, -0.6, 0.3], [-0.8, 1.5, -1.4], [-0.3, -0.5, -1.1], [0.7, 0.9, 0.2], [-0.5, -0.4, -1.0], [-0.4, -0.1, 0.9]], "energy_ev": -11058.3197, "homo_ev": -9.6828, "orbital_gap_ev": 10.05, "e_above_lowest_kcal_mol": 38.7, "multiplicity": 1, "e_lumo_ha": 0.0137, "smiles": "C[SiH2]O", "mol_weight_g_mol": 62.1}